# 1
ORCA calculation (ωB97M-V/def2-TZVPD) on a molecular structure, C26H41CrGeN2O4SbSi3.

```
! RIJCOSX wB97M-V def2-TZVPD def2/J DEFGRID3
* xyz 2 5
Cr -0.21746 -0.82308 -1.33547
O -0.46746 2.74216 -5.87593
C -0.51843 1.48746 -6.28930
O -0.61161 1.17418 -7.44072
C -0.38971 0.40313 -5.25557
C -0.37797 -0.93607 -5.59896
N -0.25801 -1.64412 -4.46869
N -0.18817 -0.84759 -3.39309
C -0.27361 0.40417 -3.86358
C -0.24625 1.49953 -2.84075
O -0.24577 2.66455 -3.15638
O -0.17269 1.05276 -1.61389
H -0.35597 2.82867 -4.90546
H -0.44192 -1.39316 -6.57337
H -0.21573 -2.64669 -4.37518
C 2.59529 -0.78722 4.46203
Si 1.00300 0.07738 4.06095
C -0.46040 -0.76749 4.82144
C 1.03187 1.91470 4.31500
Sb 0.74363 -0.11595 1.42988
Si 2.64357 1.32081 0.27783
C 4.03790 1.12714 1.49422
C 2.06427 3.06348 0.08025
C 3.04575 0.47498 -1.33720
Si 1.27913 -2.62568 0.97509
C 0.64099 -3.06577 -0.75826
C 3.13028 -2.75313 1.03362
C 0.45143 -3.68041 2.25668
H 2.78425 -0.67447 5.53406
H 3.45231 -0.36965 3.93556
H 2.54051 -1.85834 4.25938
H -0.26802 -0.85704 5.89513
H -0.61040 -1.77630 4.43472
H -1.38501 -0.20341 4.70292
H 1.14359 2.13739 5.37959
H 0.10289 2.38173 3.98092
H 1.86682 2.38493 3.79272
H 3.80308 1.58404 2.45699
H 4.92249 1.63713 1.10157
H 4.31284 0.08364 1.65609
H 1.83375 3.53779 1.03618
H 1.19160 3.13510 -0.56934
H 2.87999 3.63205 -0.37714
H 3.19659 -0.60087 -1.23866
H 3.98401 0.89191 -1.71550
H 2.28467 0.66699 -2.09365
H 1.22179 -2.56233 -1.54368
H -0.45876 -2.93975 -0.89265
H 0.75328 -4.13840 -0.93388
H 3.63044 -2.13002 0.29252
H 3.41905 -3.79148 0.84518
H 3.50989 -2.48578 2.02069
H -0.63558 -3.60983 2.25156
H 0.80459 -3.42693 3.25768
H 0.72026 -4.72442 2.07097
Ge -1.90550 0.30635 1.19621
C -2.27752 2.07530 0.56322
C -1.40616 3.13359 0.80850
C -1.71557 4.40639 0.35878
C -2.89760 4.62601 -0.33755
C -3.77379 3.57801 -0.57628
C -3.46855 2.30042 -0.12555
C -2.56865 -1.12151 0.02739
C -2.89173 -0.89173 -1.31854
C -3.37727 -1.92625 -2.12094
C -3.56644 -3.18732 -1.57951
C -3.27798 -3.42169 -0.23605
C -2.77897 -2.40228 0.55766
H -2.34842 -0.02007 2.62333
H -0.47665 2.96933 1.34268
H -1.03671 5.22758 0.54745
H -3.13809 5.61986 -0.69027
H -4.69699 3.75314 -1.11191
H -4.16646 1.49203 -0.31407
H -2.81457 0.11184 -1.73104
H -3.63078 -1.72944 -3.15542
H -3.96778 -3.98515 -2.19043
H -3.46430 -4.39906 0.18996
H -2.58038 -2.58774 1.60725
*
```

## Properties
Orbital gap (spin up / spin down), eV: 7.813 / 8.312
E_LUMO (spin up / spin down), eV: -6.43 / -5.96
Energy relative to the best compared isomer or geometry (same formula, charge and spin), kcal/mol: 0.0

Löwdin atomic charge list, values in e, 2 entries: Cr 0.575; O 0.163

# 2
ORCA calculation (ωB97M-V/def2-TZVPD) on a molecular structure, C26H41N7O2PdTe.

```
! RIJCOSX wB97M-V def2-TZVPD def2/J DEFGRID3
* xyz 3 2
Pd 0.96261 0.47580 0.33505
C 1.20813 4.67268 -3.10197
N 0.54496 3.96240 -2.00022
C -0.64014 4.55232 -1.38013
C 0.98093 2.78073 -1.56368
N 0.38412 2.08728 -0.62887
N 2.12184 2.28462 -2.16385
C 2.57473 0.98693 -2.11429
N 3.51571 0.68168 -3.01764
N 2.12531 0.13489 -1.24701
H 0.65083 5.57902 -3.31032
H 1.21137 4.07390 -4.01393
H 2.22248 4.97328 -2.83068
H -0.83869 5.51209 -1.84347
H -0.47711 4.72612 -0.31464
H -1.51963 3.92142 -1.52411
H -0.49108 2.46395 -0.29480
H 2.61450 2.91052 -2.78053
H 3.77355 1.30781 -3.76209
H 3.98094 -0.20983 -2.99560
H 2.46839 -0.81208 -1.35877
C -2.34196 -1.59775 -2.89082
C -1.90122 -1.89669 -1.48916
O -1.74613 -3.21741 -1.23072
N -1.66564 -1.02802 -0.61469
Te -1.35491 -3.65451 0.65602
C -0.96147 -5.70807 0.50304
C -1.40173 -6.53559 -0.52478
C -2.26978 -6.10788 -1.67369
C -1.01341 -7.87154 -0.44718
C -0.27119 -8.37841 0.61163
C 0.10618 -9.82726 0.67568
C 0.08025 -7.51425 1.65046
C -0.25331 -6.17190 1.62592
C 0.12928 -5.28478 2.78336
C 0.59095 -2.82586 0.63520
C 0.84362 -1.81240 1.59835
C -0.12202 -1.52203 2.71585
C 2.12734 -1.24033 1.63840
C 3.17764 -1.75853 0.84892
C 4.57579 -1.24978 1.02417
C 2.88436 -2.75280 -0.06103
C 1.59327 -3.28955 -0.21322
C 1.39257 -4.34391 -1.26407
H -3.11956 -2.30058 -3.18484
H -1.49190 -1.71855 -3.56326
H -2.72204 -0.58200 -2.95839
H -2.80963 -5.18075 -1.48881
H -3.01064 -6.88071 -1.87224
H -1.68350 -5.98025 -2.58587
H -1.33583 -8.54367 -1.23381
H -0.19646 -10.36121 -0.22182
H -0.37027 -10.30286 1.53422
H 1.18352 -9.94036 0.80019
H 0.61396 -7.90483 2.50942
H 0.37302 -5.88927 3.65507
H -0.69573 -4.63323 3.10911
H 1.00179 -4.66538 2.56434
H -1.11785 -1.24570 2.36384
H 0.24900 -0.71270 3.33093
H -0.20582 -2.40945 3.34968
H 2.36581 -0.55017 2.44008
H 4.60948 -0.37263 1.66669
H 5.03566 -0.99968 0.06658
H 5.19797 -2.02459 1.47625
H 3.68162 -3.16785 -0.66909
H 2.19070 -4.29441 -2.00211
H 0.44136 -4.23365 -1.78392
H 1.41605 -5.34196 -0.82153
C -0.10210 1.72884 4.55348
C 0.07734 2.17607 3.13413
N -0.25289 3.43211 2.84672
O 0.52309 1.39764 2.26867
H -0.22128 2.56114 5.24235
H 0.75731 1.13431 4.85683
H -0.99439 1.10298 4.61245
H -0.57105 4.06673 3.56102
H -0.09719 3.79538 1.92223
*
```

## Properties
Orbital gap (spin up / spin down), eV: 7.008 / 6.802
E_LUMO (spin up / spin down), eV: -8.99 / -9.20

Löwdin atomic charge list, values in e, 2 entries: Pd 1.003; C 0.003

# 3
ORCA calculation (ωB97M-V/def2-TZVPD) on a molecular structure, C26H42BaClN6O8P.

```
! RIJCOSX wB97M-V def2-TZVPD def2/J DEFGRID3
* xyz 0 1
Ba -0.07366 -0.57541 -0.07422
O -1.61662 -4.88521 1.81055
C -0.78114 -3.82032 1.61367
O -1.02752 -2.68769 1.97554
C 0.49740 -4.21253 1.02163
C 0.80612 -5.64141 1.01248
C 2.12244 -5.93255 0.90720
C 3.01771 -4.87846 0.63665
C 2.62211 -3.57374 0.34541
N 1.34204 -3.22333 0.63756
C 3.46425 -2.43040 -0.19881
O 4.67995 -2.46625 -0.52121
O 2.73768 -1.40081 -0.27340
H -2.45450 -4.50332 2.14028
H 0.03245 -6.37067 1.23242
H 2.56959 -6.95650 0.92992
H 4.07686 -5.05367 0.57616
N 0.44807 -2.68970 -2.29305
C 1.49809 -2.73695 -3.28041
C 1.22859 -1.67773 -4.34185
C 1.15866 -0.26047 -3.72966
C -0.23413 0.41414 -3.85571
N -1.15497 -0.00661 -2.81955
H 0.71267 -3.22693 -1.45795
H -0.40266 -3.08157 -2.67212
H 1.55836 -3.75367 -3.67834
H 2.41848 -2.51964 -2.77506
H 0.38171 -1.95722 -4.97713
H 2.04603 -1.75218 -5.05147
H 1.81847 0.39637 -4.30075
H 1.50084 -0.24690 -2.70304
H -0.66384 0.27521 -4.83840
H -0.06273 1.47139 -3.73003
H -1.23242 -1.02275 -2.84020
H -2.08997 0.28387 -3.05676
C -3.23467 3.07554 0.19451
N -3.86093 2.30709 1.27555
C -4.92048 3.03568 2.03670
P -3.52853 0.60915 1.55425
O -2.32021 -0.00411 0.78641
N -4.86813 -0.29683 1.14358
C -4.82453 -1.21752 0.02266
C -6.18987 -0.39440 1.78655
N -3.30895 0.51785 3.22932
C -2.76425 1.55400 4.08607
C -3.06064 -0.86194 3.79461
H -3.92420 3.95681 0.11282
H -3.14938 2.59516 -0.78715
H -2.19456 3.37917 0.45460
H -5.76579 2.37099 2.16550
H -5.31965 3.90451 1.45609
H -4.62612 3.44184 2.99669
H -3.79386 -1.35764 -0.41974
H -5.54660 -1.02897 -0.74481
H -5.02632 -2.20079 0.50178
H -6.17433 0.06183 2.78238
H -6.57467 -1.43129 1.95919
H -7.04961 0.05607 1.16828
H -2.66097 2.53943 3.52289
H -1.77679 1.23953 4.43426
H -3.41536 1.58102 4.95495
H -3.17335 -1.71586 3.02545
H -3.68552 -1.10528 4.64738
H -1.99067 -0.93437 4.00623
C 4.93526 5.44063 -0.10841
C 5.15273 3.92122 -0.29956
C 6.40603 3.35715 -0.07853
C 6.61520 1.91394 -0.11209
Cl 7.91556 1.17855 0.74593
C 5.64214 1.11907 -0.72861
C 4.46996 1.72534 -1.17823
C 4.18836 3.08665 -0.98492
O 2.98013 3.48266 -1.39420
C 2.01769 3.76012 -0.38728
C 0.98069 2.59552 -0.20817
O -0.24663 2.85579 -0.04371
O 1.48485 1.40647 -0.25565
H 3.84894 5.69081 -0.28801
H 5.48393 6.05191 -0.79655
H 5.21280 5.77895 0.86942
H 7.32602 3.96433 0.22529
H 5.76077 0.03473 -0.77615
H 3.67913 1.12805 -1.64649
H 1.44680 4.65016 -0.66715
H 2.48415 3.88488 0.59566
*
```

## Properties
Orbital gap, eV: 6.507
E_LUMO, eV: -0.68
Energy relative to the best compared isomer or geometry (same formula, charge and spin), kcal/mol: 18.8

Löwdin atomic charge list, values in e, 2 entries: Ba 1.955; O 0.096

# 4
ORCA calculation (ωB97M-V/def2-TZVPD) on a molecular structure, C26H42Cl3InN4O4Si.

```
! RIJCOSX wB97M-V def2-TZVPD def2/J DEFGRID3
* xyz 0 1
C -1.49700 -0.75612 -4.54473
C -0.21411 -0.02355 -4.80862
H -2.33325 -0.05453 -4.38757
H -1.43148 -1.43934 -3.69086
H -1.78484 -1.38829 -5.39694
C -0.17416 0.87878 -5.81356
C -1.35122 1.31014 -6.62291
H 0.76769 1.31192 -6.15697
H -2.19068 1.70317 -6.00459
H -1.73429 0.49583 -7.27021
H -1.02262 2.11790 -7.29472
In 0.18169 -1.88744 -1.15171
Cl -2.08219 -2.54266 -0.87710
Cl 1.96323 -3.13989 -1.95861
C 2.19922 -2.02399 1.31783
O 1.24238 -1.43404 0.70110
N 2.96707 -1.44287 2.22302
C 2.67077 -0.18156 2.90825
C 4.34696 -1.91729 2.30980
H 2.52125 -3.06109 1.08795
H 1.75497 -0.22506 3.50874
H 2.64172 0.67672 2.22979
H 3.50920 -0.02955 3.58671
H 4.35424 -2.99605 2.47876
H 4.84821 -1.37899 3.11695
H 4.87174 -1.70272 1.36414
H -5.94812 0.17966 2.11774
H -3.73187 1.52666 -0.50311
C -5.40511 1.13038 2.20175
C -3.89495 2.02095 0.46480
N -4.12555 1.06143 1.53954
H -5.30211 1.34315 3.27189
C -3.20753 0.14135 1.93720
O -2.06373 0.09185 1.50420
H -3.03067 2.66737 0.67420
H -3.60933 -0.57949 2.69364
H -6.01448 1.91728 1.75312
H -4.80141 2.64036 0.38237
O 0.40957 -0.07369 -2.46941
C 0.93463 -0.32671 -3.87732
C 2.35878 1.70030 -4.56763
C 2.27058 0.35516 -4.20300
H 1.43910 2.30026 -4.64621
C 3.58424 2.26544 -4.92649
H 1.07895 -1.40883 -3.89619
C 3.43908 -0.43447 -4.23357
H 3.61985 3.34456 -5.15826
C 4.73213 1.47860 -4.99900
C 4.65419 0.12210 -4.66226
H 3.37815 -1.49160 -3.98732
H 5.69859 1.93206 -5.29178
H 5.55970 -0.48888 -4.72467
Si 0.65320 1.79850 -1.71064
Cl -1.12413 2.73597 -2.42808
C 1.52932 3.39688 -2.22973
C 2.49909 1.15765 -1.24294
C 0.10163 1.66694 0.09785
H 2.60776 3.35485 -2.37699
H 1.30987 3.99934 -1.33967
H 1.06519 3.89344 -3.08511
H -0.96841 1.73458 0.30491
H 0.61287 2.49398 0.61452
H 0.41485 0.72322 0.53925
H 3.31605 1.33143 -1.96481
H 2.44624 0.06909 -1.09956
H 2.79137 1.60162 -0.27343
N -3.26131 -2.25727 8.98862
C -2.02499 -2.26343 8.34739
O -0.99986 -2.22755 8.97161
C -2.08121 -2.29078 6.83634
C -3.25649 -2.07987 6.10882
C -3.19450 -2.07648 4.70637
N -2.03498 -2.16916 4.05097
C -0.91281 -2.41991 4.72674
C -0.88823 -2.47540 6.13005
H -3.23478 -2.31489 9.98740
H -4.12101 -2.50333 8.52263
H -4.21800 -1.91242 6.60407
H -4.11465 -1.99865 4.12854
H 0.00019 -2.60401 4.17435
H 0.04056 -2.64902 6.66236
*
```

## Properties
Orbital gap, eV: 6.767
E_LUMO, eV: -0.44
Energy relative to the best compared isomer or geometry (same formula, charge and spin), kcal/mol: 56.4

Löwdin atomic charge list, values in e, 2 entries: C -0.045; C -0.244

DFT total energy values, unit a.u., following the record order: -5655.555585; -1944.101524; -2773.568138; -3396.179538.